Computed, not measured: a molecular structure, C46H47N6O2RuSTe, with ωB97M-V/def2-TZVPD.

Cartesian coordinates (Å):
Ru: 1.70721 1.03591 -0.57362
N: 0.99576 4.80947 -2.85348
C: 1.09827 3.76883 -1.98583
S: 2.50832 2.76880 -2.14765
N: 0.15356 3.61934 -1.12406
N: 0.33299 2.55792 -0.24887
C: -0.55659 2.52868 0.67652
C: -0.61440 1.62537 1.79620
C: -1.75604 1.67137 2.61298
C: -1.88697 0.86547 3.72121
C: -0.83754 -0.00063 4.04985
C: 0.29079 -0.06600 3.26703
C: 0.43804 0.73873 2.11819
O: 1.55902 0.66113 1.45366
H: 1.71912 4.98916 -3.52214
H: 0.20337 5.42083 -2.78368
H: -1.32416 3.29701 0.60797
H: -2.53888 2.37929 2.35968
H: -2.77316 0.91441 4.33885
H: -0.91992 -0.62598 4.93033
H: 1.11334 -0.72978 3.50429
C: 7.11603 1.18097 -1.44431
C: 5.86183 1.99489 -1.77691
C: 5.51683 3.03058 -0.73067
C: 6.21985 4.23188 -0.71446
C: 5.87455 5.25108 0.15398
C: 4.79088 5.08769 1.00585
C: 4.07003 3.90347 1.02656
C: 2.90013 3.73881 1.95937
C: 3.24213 2.92148 3.20998
C: 4.46589 2.86210 0.17785
N: 3.76139 1.63105 0.18842
C: 4.37294 0.55626 0.58235
C: 3.84163 -0.69989 0.26480
C: 4.19349 -2.01195 0.57665
C: 3.27723 -2.82018 -0.09992
C: 2.41792 -1.96237 -0.79737
N: 2.77066 -0.68648 -0.59458
H: 7.39264 0.54252 -2.28406
H: 6.95733 0.54146 -0.57580
H: 7.95654 1.84192 -1.22733
H: 5.01554 1.32475 -1.93385
H: 6.03147 2.52297 -2.71785
H: 7.03521 4.36967 -1.41591
H: 6.43609 6.17654 0.15708
H: 4.49677 5.89385 1.66784
H: 2.09504 3.23516 1.42950
H: 2.54227 4.72799 2.25104
H: 3.54960 1.91338 2.93337
H: 2.36931 2.83530 3.85933
H: 4.04871 3.39402 3.77342
H: 5.31527 0.63227 1.12176
H: 4.99187 -2.31873 1.23393
H: 3.23901 -3.89750 -0.10647
H: 1.58948 -2.21554 -1.43976
C: -7.49435 -3.75028 2.73227
C: -6.20558 -3.20614 2.17524
C: -6.18909 -2.10642 1.32898
C: -4.99654 -1.59690 0.82650
C: -5.03192 -0.39111 -0.07656
C: -3.78751 -2.20308 1.17698
Te: -1.84774 -1.31737 0.52532
N: -0.36469 -0.35736 -0.84082
C: -0.39971 0.25717 -1.98043
O: 0.70426 0.72181 -2.44250
C: -1.61373 0.52272 -2.80748
C: -1.51360 0.46413 -4.19538
C: -2.59597 0.81662 -4.98445
C: -3.77273 1.26285 -4.39557
C: -3.86838 1.33827 -3.01381
C: -2.79131 0.96675 -2.22245
C: -1.28332 -3.11479 -0.43377
C: -0.13333 -3.74022 0.03191
C: 0.34193 -4.88840 -0.58334
C: -0.34460 -5.41340 -1.66679
C: -1.49281 -4.78647 -2.12964
C: -1.97978 -3.62753 -1.53226
C: -3.21289 -2.95803 -2.07778
C: -3.77571 -3.28815 2.06067
C: -2.50916 -3.94184 2.55927
C: -4.99239 -3.77877 2.52893
H: -8.35793 -3.26116 2.28367
H: -7.54126 -3.59637 3.81188
H: -7.57314 -4.82310 2.55143
H: -7.12477 -1.63018 1.05456
H: -6.05577 -0.05887 -0.24611
H: -4.57754 -0.61430 -1.04337
H: -4.47809 0.43903 0.37239
H: -0.58112 0.14095 -4.63907
H: -2.51472 0.75878 -6.06214
H: -4.60400 1.57567 -5.01401
H: -4.77585 1.70201 -2.54834
H: -2.85578 1.04183 -1.14560
H: 0.40677 -3.32222 0.87346
H: 1.24361 -5.36458 -0.22040
H: 0.01785 -6.30699 -2.15858
H: -2.02060 -5.20317 -2.97945
H: -3.58826 -3.49161 -2.94996
H: -2.99287 -1.92995 -2.37357
H: -4.00349 -2.93185 -1.32442
H: -1.66771 -3.25063 2.54368
H: -2.24608 -4.80621 1.94673
H: -2.64471 -4.28271 3.58590
H: -4.98163 -4.62718 3.20700

Summary:
* LUMO level (alpha / beta): -1.06 / -1.59 eV
* energy above the lowest of the compared OMol25 structures with the same formula, charge and spin: 29.3 kcal per mole
* charge: 0
* molar mass: 976.7 g/mol
* gap between HOMO and LUMO (alpha / beta): 6.3 / 5.9 eV
* E: -3021.14233 Eh
* spin multiplicity: 2


Computed, not measured: a molecular structure, C46H48AsBr2N5O4SSi2W, with ωB97M-V/def2-TZVPD.

Cartesian coordinates (Å):
W: 0.17930 0.52451 0.40480
C: -3.60478 -4.18575 3.83250
O: -3.84013 -4.39844 2.44919
C: -3.12319 -3.65657 1.58140
C: -3.38457 -3.94313 0.21378
C: -2.68980 -3.27395 -0.73870
C: -1.73685 -2.26760 -0.41114
C: -0.85706 -1.75628 -1.39012
C: -0.84654 -2.33489 -2.77485
O: 0.03882 -0.92170 -1.15543
C: -1.53428 -1.95019 0.95905
O: -0.74419 -1.04156 1.37567
C: -2.21867 -2.69841 1.94780
H: -4.23705 -4.89772 4.35494
H: -3.87790 -3.16775 4.12067
H: -2.55672 -4.36912 4.08089
H: -4.11999 -4.69841 -0.02185
H: -2.87273 -3.50773 -1.77835
H: -0.72564 -3.41751 -2.74319
H: -0.04135 -1.88899 -3.35110
H: -1.79371 -2.11960 -3.27187
H: -2.00583 -2.44395 2.97567
Br: -3.95986 2.76712 2.67267
C: -2.44328 2.08793 3.56399
C: -2.39820 2.18353 4.96472
C: -1.29348 1.79191 5.66391
Br: -1.27619 1.94577 7.54934
C: -0.15443 1.30679 4.97668
C: 1.07028 0.94620 5.57425
C: 2.10804 0.54965 4.78573
C: 1.93602 0.48765 3.39026
N: 0.80706 0.79160 2.80214
C: -0.23111 1.20014 3.57800
C: -1.38811 1.56196 2.83630
O: -1.35018 1.45460 1.54375
H: -3.25835 2.58787 5.47959
H: 1.17100 1.00680 6.64935
H: 3.06652 0.28005 5.20657
H: 2.74308 0.18838 2.75572
N: 3.08774 2.67420 -2.08668
C: 3.35955 1.46147 -2.68036
C: 4.32109 1.11912 -3.62335
C: 4.36167 -0.20137 -4.01353
C: 3.47454 -1.13819 -3.46602
C: 2.52603 -0.78735 -2.52931
C: 2.45268 0.54900 -2.13341
N: 1.64390 1.22497 -1.20849
C: 2.06470 2.46821 -1.23167
C: 1.50574 3.40986 -0.30678
C: 1.60296 4.76757 -0.23004
S: 0.72197 5.30986 1.12548
C: 0.29638 3.70984 1.50685
N: 0.76953 2.81330 0.68341
H: 3.59062 3.53333 -2.21266
H: 5.00721 1.85478 -4.02187
H: 5.09401 -0.52547 -4.74083
H: 3.54990 -2.17275 -3.77465
H: 1.88130 -1.52641 -2.08411
H: 2.10050 5.44508 -0.90231
H: -0.33509 3.48578 2.34826
C: -4.82030 2.56500 -1.00002
Si: -3.70262 1.04639 -0.99264
C: -4.05759 0.03796 0.56131
C: -4.27896 -0.06751 -2.41150
As: -1.48068 1.74561 -1.19276
Si: -1.30687 2.01298 -3.50108
C: -1.36501 0.52557 -4.67030
C: -2.76302 3.13915 -3.95445
C: 0.22306 2.95538 -4.07334
H: -5.86175 2.23755 -0.92270
H: -4.71967 3.14750 -1.91484
H: -4.59835 3.22420 -0.15910
H: -5.01679 0.35081 0.97919
H: -3.30328 0.15847 1.33433
H: -4.13024 -1.02216 0.30434
H: -5.32994 -0.32023 -2.23278
H: -3.71790 -1.00483 -2.42285
H: -4.21483 0.37961 -3.40453
H: -2.15731 -0.18736 -4.44775
H: -0.40856 -0.00087 -4.67848
H: -1.53472 0.90572 -5.68300
H: -3.70945 2.60938 -4.07377
H: -2.53032 3.61481 -4.91291
H: -2.91443 3.92866 -3.21842
H: 1.13109 2.36369 -3.98240
H: 0.35364 3.89939 -3.53942
H: 0.09572 3.18605 -5.13441
C: 1.56729 -4.84382 1.84808
C: 1.07950 -4.40278 0.63043
C: 1.25128 -3.08208 0.23736
C: 1.88002 -2.14215 1.05633
C: 2.40658 -2.62537 2.26435
C: 2.25240 -3.94388 2.65229
N: 1.99254 -0.76810 0.68759
C: 3.31034 -0.33323 0.52028
C: 3.68842 1.00054 0.75823
C: 4.98090 1.44637 0.53178
C: 5.96334 0.58222 0.07674
C: 5.62150 -0.74951 -0.13357
C: 4.33335 -1.19985 0.08450
H: 1.43527 -5.87249 2.15749
H: 0.56875 -5.08721 -0.03645
H: 0.90505 -2.78189 -0.74232
H: 2.97071 -1.96810 2.90487
H: 2.67281 -4.27085 3.59603
H: 2.94574 1.68966 1.13546
H: 5.22041 2.48572 0.73197
H: 6.97367 0.92915 -0.09569
H: 6.36777 -1.45221 -0.48483
H: 4.09856 -2.23906 -0.10733

Summary:
* LUMO level: -0.23 eV
* energy above the lowest of the compared OMol25 structures with the same formula, charge and spin: 8.4 kcal per mole
* charge: 0
* molar mass: 1241.7 g/mol
* gap between HOMO and LUMO: 6.0 eV
* E: -10784.67655 Eh


Computed, not measured: a molecular structure, C46H48GaN7O14P, with ωB97M-V/def2-TZVPD.

Cartesian coordinates (Å):
O: 4.10189 2.35061 -2.02132
P: 4.72681 3.47844 -1.14237
Ga: 5.09079 5.41115 -2.49674
C: 3.82642 6.86045 -1.69126
C: 3.91406 8.27883 -2.43337
C: 2.69504 9.20361 -1.83118
N: 2.25309 8.78642 -0.46709
C: 0.78962 8.99896 -0.25068
C: -0.08123 7.89096 -1.04425
C: 0.21971 6.40883 -0.72559
C: -0.48661 5.20781 -1.42454
C: -1.56302 5.56483 -2.50022
C: -1.88978 7.05459 -2.79704
C: -1.17371 8.25047 -2.08847
O: -1.52214 9.61834 -2.40407
H: 3.74224 3.81481 -0.12028
H: 5.91555 3.09034 -0.43040
H: 6.63250 5.85393 -2.52293
H: 4.65686 4.97018 -3.98932
H: 2.75328 6.46765 -1.85204
H: 4.05325 6.88535 -0.57356
H: 3.67230 8.16641 -3.55917
H: 4.92851 8.79527 -2.35950
H: 1.83036 9.15571 -2.58995
H: 3.13928 10.26157 -1.72703
H: 2.71730 9.37810 0.24846
H: 0.47474 10.07654 -0.52553
H: 0.59495 8.89980 0.88590
H: 1.03289 6.15333 0.04097
H: -0.19943 4.13563 -1.15342
H: -2.07053 4.67635 -3.01193
H: -2.68106 7.26368 -3.60274
H: -2.11209 9.94738 -1.68281
C: 2.04659 0.18459 -1.99059
C: 1.34871 -0.33684 -0.90339
C: 0.22057 -1.12356 -1.11064
C: -0.19911 -1.38667 -2.41439
C: 0.49037 -0.86162 -3.50716
C: 1.61564 -0.07378 -3.28948
N: -1.37022 -2.23404 -2.63868
O: -1.96420 -2.66360 -1.65484
O: -1.69173 -2.47138 -3.79466
H: 2.93303 0.79615 -1.82540
H: 1.68767 -0.13129 0.10672
H: -0.31327 -1.52316 -0.25530
H: 0.16761 -1.05744 -4.52395
H: 2.16108 0.33748 -4.13230
C: 8.31451 -1.61702 -2.87426
C: 7.12693 -0.90745 -2.72087
C: 6.85151 -0.26140 -1.52058
C: 7.77763 -0.32973 -0.48031
C: 8.96524 -1.04458 -0.62477
C: 9.23029 -1.68965 -1.82777
N: 7.50221 0.37030 0.77497
O: 6.44324 0.96758 0.86610
O: 8.35032 0.32003 1.65789
H: 8.52850 -2.11548 -3.81510
H: 6.41658 -0.85520 -3.53918
H: 5.92122 0.28945 -1.41410
H: 9.68806 -1.10591 0.18159
H: 10.15304 -2.24659 -1.95237
C: -4.99788 -2.47532 -1.58914
C: -6.30202 -1.98948 -1.54731
C: -7.31258 -2.75412 -0.97494
C: -7.00439 -4.00493 -0.44217
C: -5.70178 -4.50019 -0.48776
C: -4.69805 -3.72926 -1.06484
N: -8.05992 -4.80289 0.18382
O: -9.19525 -4.34524 0.18916
O: -7.74863 -5.88112 0.67057
H: -4.21093 -1.87359 -2.03156
H: -6.52970 -1.01180 -1.95903
H: -8.32412 -2.36392 -0.94880
H: -5.45472 -5.47431 -0.07994
H: -3.68153 -4.10302 -1.10314
C: -11.42877 -1.93840 0.90516
C: -12.62132 -1.23378 1.04205
C: -12.90944 -0.57643 2.23344
C: -11.99213 -0.62795 3.28139
C: -10.79985 -1.33801 3.15318
C: -10.52171 -1.99460 1.95884
N: -12.27981 0.08363 4.52910
O: -13.34424 0.68054 4.61242
O: -11.43835 0.04390 5.41482
H: -11.20440 -2.44594 -0.02827
H: -13.32563 -1.19460 0.21762
H: -13.84188 -0.03097 2.32734
H: -10.08319 -1.38696 3.96561
H: -9.59569 -2.54777 1.84691
C: -7.22640 -9.67472 -0.44927
C: -6.72453 -10.90294 -0.86999
C: -5.55895 -11.40973 -0.30516
C: -4.90559 -10.67860 0.68523
C: -5.39877 -9.44474 1.10543
C: -6.56374 -8.94440 0.53285
N: -3.69158 -11.22019 1.30080
O: -3.27778 -12.29686 0.89371
O: -3.16325 -10.56758 2.18903
H: -8.13976 -9.28476 -0.88854
H: -7.24459 -11.46719 -1.63711
H: -5.17840 -12.36772 -0.64161
H: -4.89347 -8.86759 1.87204
H: -6.95847 -7.98614 0.85451
C: 9.63895 0.22329 6.51648
C: 9.44918 0.50705 5.16736
C: 10.50374 0.36839 4.27152
C: 11.74525 -0.06032 4.73800
C: 11.94380 -0.33880 6.08908
C: 10.88419 -0.19459 6.97812
N: 12.85255 -0.23237 3.79438
O: 12.64805 0.03875 2.62018
O: 13.91828 -0.64169 4.23437
H: 8.81164 0.32736 7.21219
H: 8.47719 0.83380 4.81290
H: 10.34153 0.59302 3.22299
H: 12.90793 -0.66814 6.46066
H: 11.02705 -0.41159 8.03155

Summary:
* LUMO level: 0.25 eV
* charge: -1
* molar mass: 1023.6 g/mol
* gap between HOMO and LUMO: 5.2 eV
* E: -5483.76568 Eh


Computed, not measured: a molecular structure, C46H48LuN3OP, with ωB97M-V/def2-TZVPD.

Cartesian coordinates (Å):
Lu: -1.44026 0.40532 -0.28257
N: -5.76710 0.46400 1.31888
N: -0.93127 0.77443 -2.47014
C: 1.44418 -0.62814 0.69751
C: 0.29099 -1.45887 0.70326
C: -0.54409 -1.03820 1.82984
C: -1.59490 -1.73025 2.41912
H: -1.77140 -2.77116 2.15528
H: -3.98171 -1.20266 2.29172
H: -1.97973 -1.39325 3.38548
C: 0.06747 0.17851 2.34311
C: -0.36614 0.79540 3.60998
H: 0.09577 0.32762 4.50123
H: -1.45301 0.68941 3.70820
H: -0.10962 1.86286 3.62883
C: 1.27691 0.40436 1.66596
C: 2.31842 1.34539 2.15261
H: 1.87019 2.28754 2.49314
H: 3.06234 1.58953 1.38488
H: 2.85281 0.90709 3.01348
C: 0.18902 -2.81029 0.10425
H: 0.73463 -3.58494 0.67814
H: 0.60092 -2.82036 -0.91494
H: -0.86050 -3.13074 0.05708
C: 2.73490 -1.03429 0.10596
H: 3.52720 -0.30155 0.29946
H: 2.65919 -1.15811 -0.98122
H: 3.06652 -1.99842 0.52841
C: -6.67044 1.24686 0.74336
H: -7.65041 1.37590 1.22510
C: -6.43593 1.88162 -0.48877
H: -7.20872 2.51739 -0.90939
C: -5.24746 1.58357 -1.17189
H: -5.00431 2.08338 -2.12582
C: -4.38973 0.58322 -0.68867
H: -3.68788 0.04275 -1.38181
C: -4.67353 0.02277 0.62759
C: -3.80115 -0.92856 1.25652
H: -3.27038 -1.62212 0.56455
C: 0.40565 0.79252 -2.31839
C: -1.18463 -0.04114 -3.60350
H: -2.15098 0.03977 -4.10783
C: -0.03765 -0.63352 -4.00714
H: 0.14260 -1.42994 -4.74166
N: 0.98455 -0.01684 -3.24233
C: 2.37697 -0.25134 -3.20078
C: 2.98889 -1.48530 -3.50899
C: 4.39129 -1.54609 -3.44602
H: 4.90204 -2.46896 -3.74593
C: 5.15290 -0.46643 -3.01039
C: 6.63422 -0.59046 -2.97672
H: 7.07587 0.14642 -2.31489
H: 7.06049 -0.45179 -3.97083
H: 6.91856 -1.58304 -2.63565
C: 4.51947 0.72253 -2.64201
H: 5.12044 1.57676 -2.33149
C: 3.12155 0.82386 -2.65833
C: 2.42540 1.97754 -2.10663
H: 1.09005 1.68363 -1.96718
H: 2.49762 2.85547 -2.76313
H: 2.75278 2.25203 -1.09615
C: 2.23474 -2.74383 -3.83432
H: 1.79947 -2.71885 -4.84443
H: 1.41786 -2.96703 -3.12472
H: 2.93797 -3.59475 -3.80986
O: -1.57130 2.15651 0.69560
P: -1.93722 3.45091 1.49803
C: -2.89087 2.98505 2.93884
C: -4.19880 2.55379 2.68140
C: -5.02274 2.11863 3.71300
C: -4.55646 2.14097 5.03383
C: -3.26943 2.61108 5.30907
C: -2.43776 3.03382 4.26995
C: -0.47409 4.34887 1.98755
C: -0.49379 5.20655 3.10726
C: 0.66841 5.86345 3.50846
C: 1.83009 5.76084 2.74034
C: 1.81805 5.01487 1.55624
C: 0.68121 4.29689 1.18453
C: -3.00047 4.43568 0.45239
C: -2.92105 4.34480 -0.94541
C: -3.79953 5.08785 -1.72999
C: -4.71828 5.95669 -1.13072
C: -4.76706 6.07980 0.26049
C: -3.90391 5.32855 1.05535
H: -4.55191 2.57533 1.64956
H: -6.02227 1.76086 3.47919
H: -5.21080 1.81640 5.84394
H: -2.89660 2.66091 6.33426
H: -1.44060 3.40980 4.49917
H: -1.41754 5.34739 3.67307
H: 0.65059 6.45925 4.42089
H: 2.73582 6.27661 3.05966
H: 2.70445 4.99324 0.92202
H: 0.68373 3.70326 0.26631
H: -2.17475 3.69916 -1.41770
H: -3.76167 4.99759 -2.81636
H: -5.38722 6.55842 -1.74740
H: -5.46418 6.76200 0.74549
H: -3.91621 5.42882 2.14347

Summary:
* LUMO level (alpha / beta): 1.91 / 1.88 eV
* energy above the lowest of the compared OMol25 structures with the same formula, charge and spin: 15.8 kcal per mole
* charge: -1
* molar mass: 864.9 g/mol
* gap between HOMO and LUMO (alpha / beta): 4.0 / 2.1 eV
* E: -3597.88712 Eh


Max |F| readings, ordered: 1.7, 2.1, 4.7, 4.5 eV/A